Entry 1:
C26H30As2AuN2OS2 | ωB97M-V with the def2-TZVPD basis set

The geometry in XYZ format:
```
64
Properties=species:S:1:pos:R:3
Au 0.816 -0.597 1.548
C -0.505 -4.027 -1.459
C -0.479 -2.966 -0.400
N 0.328 -1.975 -0.393
N 1.288 -1.889 -1.389
C 2.448 -1.565 -0.964
S 2.947 -1.302 0.723
S 3.782 -1.360 -2.081
C 2.924 -1.484 -3.681
C 2.131 -0.249 -4.015
C 0.741 -0.279 -4.051
C 0.019 0.870 -4.349
C 0.679 2.061 -4.612
C 2.068 2.097 -4.587
C 2.786 0.948 -4.291
C -1.384 -3.101 0.764
C -2.682 -3.581 0.577
C -3.533 -3.825 1.640
C -3.060 -3.639 2.935
C -1.775 -3.174 3.148
C -0.919 -2.864 2.081
O 0.302 -2.407 2.378
H 0.288 -3.877 -2.184
H -1.465 -4.015 -1.977
H -0.401 -5.009 -0.998
H 2.303 -2.377 -3.672
H 3.734 -1.635 -4.395
H 0.226 -1.207 -3.841
H -1.063 0.830 -4.386
H 0.117 2.953 -4.855
H 2.593 3.016 -4.813
H 3.870 0.980 -4.275
H -3.033 -3.768 -0.430
H -4.536 -4.186 1.465
H -3.693 -3.866 3.783
H -1.383 -3.059 4.151
C -1.376 0.321 4.328
As -1.161 0.467 2.424
C -2.833 -0.065 1.636
C -0.972 2.347 2.023
C -1.955 3.256 2.403
C -1.811 4.600 2.095
C -0.691 5.041 1.404
C 0.291 4.139 1.024
C 0.153 2.790 1.335
As 1.538 1.537 0.830
C 3.141 2.157 1.687
C 1.801 1.713 -1.060
H -2.287 0.835 4.633
H -0.512 0.764 4.818
H -1.443 -0.735 4.578
H -3.617 0.610 1.978
H -3.054 -1.088 1.940
H -2.742 -0.015 0.553
H -2.835 2.923 2.941
H -2.575 5.305 2.394
H -0.581 6.090 1.163
H 1.162 4.495 0.486
H 3.341 3.179 1.369
H 3.957 1.502 1.391
H 3.006 2.125 2.766
H 1.869 2.772 -1.309
H 0.973 1.256 -1.600
H 2.729 1.207 -1.324
```

Properties
**Kohn-Sham gap**: 6.83 eV
**Charge**: +1
**ΔE to the lowest compared entry with this formula, charge and spin**: 0.0 kcal per mole
**E**: -6596.8858 a.u.


Entry 2:
C26H30Cl2N4OSV | ωB97M-V with the def2-TZVPD basis set

The geometry in XYZ format:
```
65
Properties=species:S:1:pos:R:3
V -0.200 -0.607 -0.916
S 0.329 -1.112 1.312
C 2.053 -0.853 1.040
N 2.956 -0.598 2.013
N 2.541 -0.573 3.217
C 3.352 -0.332 4.315
C 4.714 -0.066 4.193
C 5.502 0.036 5.381
C 4.859 -0.136 6.610
C 3.477 -0.226 6.701
C 2.748 -0.290 5.561
N 2.664 -0.917 -0.182
N 1.861 -0.764 -1.211
C 2.492 -0.857 -2.492
C 1.898 -0.174 -3.549
C 2.380 -0.325 -4.829
C 3.490 -1.208 -5.018
C 4.146 -1.805 -3.948
C 3.619 -1.688 -2.700
H 1.505 -0.707 3.409
H 5.246 -0.126 3.297
H 6.555 0.146 5.404
H 5.411 -0.039 7.488
H 3.039 -0.189 7.678
H 1.705 -0.200 5.559
H 1.072 0.568 -3.386
H 1.889 0.223 -5.595
H 3.878 -1.291 -6.060
H 5.042 -2.275 -4.170
H 4.007 -2.230 -1.842
Cl -2.199 -1.158 -3.976
C -1.345 -2.610 -3.732
Cl -0.542 -2.716 -2.099
H -0.594 -2.814 -4.447
H -2.060 -3.452 -3.695
C 0.203 2.378 0.080
C -1.017 3.030 -0.607
C -0.869 3.035 -2.155
C -2.337 2.364 -0.188
C -3.270 3.070 0.557
C -4.545 2.514 0.842
C -4.824 1.209 0.499
C -3.831 0.415 -0.035
C -4.156 -1.023 -0.408
C -5.484 -1.245 -1.122
C -3.991 -1.899 0.828
C -2.633 1.041 -0.385
O -1.686 0.295 -1.028
H 1.129 3.008 0.203
H 0.501 1.488 -0.398
H 0.007 2.056 1.136
H -1.001 4.041 -0.252
H -0.911 2.036 -2.475
H 0.061 3.362 -2.547
H -1.685 3.574 -2.581
H -3.052 4.132 0.616
H -5.316 3.171 1.065
H -5.840 0.919 0.535
H -3.440 -1.419 -1.044
H -6.363 -0.791 -0.600
H -5.815 -2.296 -1.038
H -5.515 -0.892 -2.176
H -4.778 -1.632 1.498
H -2.991 -1.603 1.245
H -4.042 -2.971 0.602
```

Properties
**Kohn-Sham gap (spin up / spin down)**: 5.88 / 6.22 eV
**Spin multiplicity**: 3
**Charge**: +1
**E**: -3565.2972 a.u.
**<S²>**: 2.126


Entry 3:
C26H30Cl3CoN5O2S | ωB97M-V with the def2-TZVPD basis set

The geometry in XYZ format:
```
68
Properties=species:S:1:pos:R:3
Co -0.355 1.062 0.075
C -0.613 1.810 3.070
N -0.201 0.677 2.234
C -1.068 -0.489 2.492
C 1.183 0.293 2.465
C 1.641 -0.002 3.735
C 2.922 -0.492 3.940
C 3.717 -0.747 2.835
C 3.278 -0.437 1.560
C 2.018 0.156 1.343
N 1.485 0.542 0.135
C 2.186 0.662 -1.045
C 3.572 0.858 -1.171
C 4.193 0.761 -2.403
C 3.455 0.482 -3.543
C 2.070 0.464 -3.457
C 1.437 0.611 -2.235
N 0.000 0.823 -2.129
C -0.308 2.141 -2.721
C -0.765 -0.236 -2.802
H -0.618 1.555 4.135
H -1.614 2.127 2.788
H 0.061 2.648 2.907
H -1.000 -0.813 3.537
H -0.769 -1.314 1.848
H -2.103 -0.228 2.285
H 0.988 0.140 4.588
H 3.275 -0.705 4.939
H 4.695 -1.196 2.962
H 3.923 -0.667 0.726
H 4.148 1.116 -0.295
H 5.265 0.902 -2.471
H 3.942 0.339 -4.499
H 1.490 0.353 -4.364
H -0.035 2.174 -3.781
H 0.242 2.912 -2.189
H -1.373 2.355 -2.623
H -0.590 -0.244 -3.882
H -1.831 -0.083 -2.637
H -0.481 -1.201 -2.389
Cl -2.645 0.898 -0.365
C -3.840 1.745 0.650
Cl -4.608 0.641 1.799
H -4.610 2.130 -0.008
H -3.306 2.542 1.165
Cl -1.290 5.546 -1.712
C -0.612 5.428 -0.062
C -0.986 4.046 0.496
O -1.974 3.972 1.236
O -0.229 3.107 0.106
H -1.056 6.219 0.534
H 0.464 5.542 -0.147
N 1.935 -2.762 -0.629
C 0.678 -3.228 -0.527
N -0.364 -2.504 -0.290
C -1.522 -3.265 -0.354
C -2.821 -2.798 -0.175
C -3.878 -3.687 -0.272
C -3.668 -5.034 -0.552
C -2.384 -5.520 -0.732
C -1.328 -4.631 -0.632
S 0.373 -4.949 -0.839
H 2.091 -1.800 -0.380
H 2.709 -3.399 -0.588
H -2.989 -1.750 0.020
H -4.888 -3.324 -0.130
H -4.512 -5.707 -0.632
H -2.201 -6.565 -0.945
```

Properties
**Kohn-Sham gap (spin up / spin down)**: 7.30 / 7.60 eV
**Spin multiplicity**: 2
**ΔE to the lowest compared entry with this formula, charge and spin**: 0.0 kcal per mole
**E**: -4594.6067 a.u.
**<S²>**: 1.080


- The highest E belongs to which entry?
  C26H30Cl2N4OSV